The following is a DFT calculation (the ωB97M-V functional and the def2-TZVPD basis) of a molecular structure, C15H12BClF5O3S8Ta in a non-equilibrium geometry.

Geometry as ORCA input:
```
! wB97M-V def2-TZVPD RIJCOSX def2/J DEFGRID3
* xyz -2 1
Ta 7.48458 11.26631 8.33895
S 7.51191 12.64490 10.37019
S 5.68385 13.64981 10.39178
S 4.33641 12.20807 9.87281
S 4.92287 11.35813 8.06396
S 9.59812 11.17813 6.61335
S 8.85829 10.75429 4.82702
S 7.94614 8.95312 5.18699
S 6.43767 9.77318 6.35465
F 5.81567 7.09309 12.85678
C 5.95647 8.16712 12.01457
C 5.22291 8.18828 10.86363
C 5.61823 9.03764 9.83374
C 6.68470 9.94467 10.02662
C 7.42169 9.88313 11.20164
C 7.01421 9.02737 12.23379
H 4.42022 7.50028 10.74544
H 5.08069 9.04591 8.85694
H 8.30058 10.54504 11.33720
H 7.48861 9.06569 13.21222
F 7.31569 12.88335 7.38873
B 6.45534 14.04557 5.74627
F 7.66800 14.43200 5.34851
F 5.90281 12.99120 5.15870
F 5.73541 14.77100 6.53234
C 13.62714 6.06748 9.06362
C 13.10800 6.83473 7.87378
C 13.47007 6.57989 6.55520
C 12.96546 7.31229 5.45144
Cl 13.46632 6.94772 3.85151
C 12.00439 8.30452 5.69692
C 11.57635 8.55910 7.02692
C 12.13251 7.83144 8.07385
O 11.70854 8.02504 9.38906
C 10.31198 8.28007 9.65914
C 10.09514 9.74412 9.78539
O 10.77416 10.45072 10.49240
O 9.03587 10.22692 9.02737
H 14.41632 5.34930 8.74104
H 12.86705 5.50896 9.58477
H 14.02316 6.76636 9.84818
H 14.07231 5.71988 6.29671
H 11.61732 8.89273 4.86041
H 10.77576 9.33287 7.19683
H 10.11187 7.79856 10.60476
H 9.66236 7.81196 8.89489
*
```

Total energy: -5031.84806 Ha
E_HOMO: -1.911 eV
Relative energy (zero: lowest compared OMol25 entry of this formula, charge and spin): 1.6736 eV
Strongest force on any atom: 3.4 eV/A